[1]
89
Properties=species:S:1:pos:R:3:forces:R:3:lowdin_charge:R:1 method="wB97M-V/def2-TZVPD" e_above_lowest_kcal_mol=23.9 homo_ev="-9.32 / -9.33" gap_ev="6.6279 / 7.0028" multiplicity=2 energy_ha=-5545.51309 s2=0.766 charge=+1
Ti 0.26548 -0.26851 -0.24894 -0.3 -0.3 -0.6 0.67
N -2.64179 0.11911 -3.60019 0.1 0.0 0.0 0.07
C -1.90783 0.20460 -2.44467 0.0 0.0 0.0 -0.84
S -0.15457 0.11373 -2.59046 0.0 -0.1 0.1 0.60
N -2.51344 0.32212 -1.31531 0.1 0.0 0.1 0.01
N -1.62606 0.25868 -0.24816 0.2 0.1 0.2 -0.28
C -2.10954 0.70850 0.92818 0.0 0.0 0.0 -0.11
C -1.35833 0.72634 2.06113 0.0 0.0 0.1 -0.26
C -1.90550 0.92606 3.37397 0.0 0.0 0.0 -0.07
C -1.28174 0.42581 4.45718 0.0 0.0 0.0 -0.07
C -0.13026 -0.42468 4.23483 -0.1 0.0 0.1 -0.06
C 0.45536 -0.52283 3.04164 0.0 0.1 0.0 -0.10
N 0.06690 0.36714 1.93911 0.1 0.0 0.0 -0.08
H -2.17680 0.42239 -4.43996 0.0 0.0 0.0 0.08
H -3.60326 0.41213 -3.51475 0.0 0.0 0.0 0.10
H -3.14192 1.04614 0.95686 0.0 -0.1 0.0 0.14
H -2.85880 1.43638 3.45922 0.0 0.0 0.0 0.12
H -1.68216 0.55070 5.45239 0.0 0.0 0.0 0.10
H 0.23200 -1.05639 5.03648 0.0 0.0 0.0 0.12
H 1.27706 -1.19266 2.85387 0.0 0.0 0.0 0.08
C 3.14422 -1.32674 -1.03070 0.0 0.1 0.1 -0.07
N 2.51585 -0.09421 -0.51685 -0.1 0.0 0.1 -0.34
C 3.01458 1.05044 -1.30661 0.0 0.0 0.0 -0.09
C 2.84691 0.04383 0.92441 0.1 0.1 0.1 -0.15
C 2.32901 1.31763 1.55645 0.0 -0.1 0.0 -0.16
C 3.22930 2.36951 1.70323 0.0 0.0 0.0 -0.03
C 2.85157 3.58220 2.25199 0.0 0.0 0.0 -0.06
C 1.54322 3.75121 2.67783 0.1 0.0 0.0 -0.06
C 0.63506 2.71454 2.55874 -0.1 -0.1 -0.1 -0.01
C 1.01108 1.50159 1.99539 0.0 0.1 0.1 -0.17
H 4.22869 -1.28803 -0.88362 0.0 0.0 0.0 0.11
H 2.94055 -1.42681 -2.09441 0.0 0.0 0.1 0.09
H 2.75253 -2.20228 -0.51121 0.0 0.0 0.0 0.08
H 4.10087 1.14123 -1.18791 0.0 0.0 0.0 0.11
H 2.52434 1.97004 -0.99967 0.0 0.0 0.0 0.02
H 2.78228 0.87972 -2.35573 0.0 0.0 0.0 0.09
H 3.93434 0.00894 1.05907 0.0 0.0 -0.1 0.14
H 2.45607 -0.84718 1.41975 0.0 0.0 0.0 0.08
H 4.25241 2.22695 1.37413 0.0 0.0 0.0 0.12
H 3.57498 4.38030 2.35817 0.0 0.0 0.0 0.11
H 1.22616 4.68926 3.11612 0.0 0.0 0.0 0.11
H -0.37628 2.84752 2.91102 0.0 0.0 0.0 0.11
C 1.31338 -3.76512 1.97319 0.0 0.0 0.0 -0.11
C 0.50138 -4.24936 0.77328 0.0 0.0 0.1 -0.52
C -0.27743 -5.51398 1.16164 0.0 0.0 0.0 -0.09
P -0.48538 -2.90730 -0.05036 0.0 0.0 -0.1 1.08
C -0.57906 -3.50921 -1.81014 0.0 0.0 0.0 -0.53
C -1.04236 -4.95082 -2.05496 0.0 0.0 0.0 -0.10
C 0.78775 -3.35604 -2.48994 -0.1 0.1 0.0 -0.14
C -2.21740 -2.83366 0.64158 0.0 -0.1 -0.1 -0.51
C -3.25501 -3.81661 0.10273 0.0 0.0 0.0 -0.10
C -2.24171 -2.82329 2.17246 0.0 0.1 0.0 -0.09
H 1.92785 -4.58260 2.35569 0.0 0.0 0.0 0.09
H 0.66412 -3.43464 2.78520 0.0 0.0 0.0 0.07
H 1.98707 -2.94667 1.71096 0.0 0.0 0.0 0.04
H 1.21127 -4.51662 -0.01626 0.0 0.0 0.0 0.09
H -0.74806 -5.39174 2.13591 0.0 0.0 0.0 0.07
H 0.41398 -6.35517 1.24167 0.0 0.0 0.0 0.09
H -1.04648 -5.78504 0.44507 0.0 0.0 0.0 0.05
H -1.27484 -2.81018 -2.28663 0.0 0.0 0.0 0.10
H -0.29379 -5.66238 -1.70330 0.0 0.0 0.0 0.08
H -1.13981 -5.09929 -3.13222 0.0 0.0 0.0 0.09
H -1.99565 -5.20213 -1.60388 0.0 0.0 0.0 0.05
H 1.51939 -4.05122 -2.07137 0.0 0.0 0.0 0.08
H 1.17244 -2.34021 -2.42544 -0.1 -0.1 0.0 -0.01
H 0.68843 -3.59069 -3.55115 0.0 0.0 0.0 0.09
H -2.52781 -1.84492 0.30788 0.0 0.0 -0.1 0.07
H -3.06303 -4.83988 0.42626 0.0 0.0 0.0 0.07
H -3.33166 -3.78933 -0.98261 0.0 0.0 0.0 0.07
H -4.23021 -3.52996 0.50309 0.0 0.0 0.0 0.09
H -2.16371 -3.82934 2.58186 0.0 0.0 0.0 0.07
H -3.19532 -2.40881 2.50642 0.0 0.0 0.0 0.09
H -1.45543 -2.20570 2.60313 0.0 0.0 0.0 0.04
C -2.22909 4.44118 0.88292 0.0 0.0 0.0 -0.02
N -0.95341 5.11149 0.70625 0.0 0.0 0.0 -0.12
C -0.58365 6.30312 1.30256 -0.1 -0.1 0.0 -0.05
C 0.63944 6.61564 0.83301 0.1 0.0 -0.1 -0.05
N 1.00118 5.61375 -0.04776 0.1 0.0 0.0 -0.12
C 2.24738 5.54702 -0.78963 0.0 0.0 0.0 -0.03
C 0.02533 4.68015 -0.12246 0.0 0.1 0.1 -0.70
Se 0.01071 3.15657 -1.17378 0.0 0.0 0.1 0.71
H -2.93736 5.14881 1.30606 0.0 0.0 0.0 0.10
H -2.12149 3.58046 1.54216 0.0 0.0 0.0 0.07
H -2.58311 4.08969 -0.08385 0.0 0.0 0.0 0.08
H -1.22477 6.82251 1.99199 0.0 0.0 0.0 0.13
H 1.27447 7.45995 1.03423 0.0 0.0 0.0 0.13
H 2.73546 6.51697 -0.73576 0.0 0.0 0.0 0.10
H 2.03540 5.29361 -1.82559 0.0 0.0 0.0 0.08
H 2.89777 4.78118 -0.36734 0.0 0.0 0.0 0.08

[2]
54
Properties=species:S:1:pos:R:3:forces:R:3:lowdin_charge:R:1 method="wB97M-V/def2-TZVPD" e_above_lowest_kcal_mol=0.0 homo_ev="-13.80 / -13.80" gap_ev="6.8474 / 6.8916" multiplicity=2 energy_ha=-2675.32792 s2=0.751 charge=+2
Ce -0.72041 -0.49787 -0.32326 -1.2 2.2 0.5 1.48
P 1.57821 2.76915 0.35833 1.5 3.9 -0.9 0.67
C 2.86770 1.55185 0.79700 -1.5 -0.8 1.3 -0.19
C 2.84280 0.04042 0.58380 -0.6 -0.1 -0.2 -0.23
N 1.75994 -0.67128 0.15221 0.8 0.0 0.0 0.00
C 1.89505 -2.01495 -0.00019 0.3 -0.3 0.4 -0.33
C 3.05142 -2.70304 0.35370 -0.5 -0.1 -0.4 0.01
C 4.15106 -1.98248 0.79232 -0.1 0.2 0.1 0.02
C 4.02750 -0.60388 0.89980 0.5 -0.1 0.0 0.01
C 0.71492 -2.82624 -0.54363 0.0 -0.5 0.3 -0.33
P 0.06940 -2.35552 -2.25645 0.5 -1.0 -0.5 0.83
H 4.86158 0.01267 1.23669 -0.2 -0.3 -0.1 0.14
H 3.05030 -3.79056 0.27157 0.2 0.3 0.0 0.14
H 5.07880 -2.48658 1.05255 -0.2 0.1 0.0 0.14
H 1.02281 -3.86871 -0.70943 0.0 0.3 0.4 0.12
H -0.11076 -2.90408 0.21756 0.4 -0.2 -0.4 0.10
H 3.73785 1.91167 0.33355 1.3 0.6 -0.7 0.09
H 3.03599 1.71746 1.87956 -0.1 -0.1 -0.4 0.12
H 4.89332 2.39689 -4.47412 -0.4 -1.4 -0.5 0.00
O 5.19122 3.25888 -4.26700 0.7 1.2 1.0 -0.04
H 5.82914 3.12919 -3.54371 -0.2 0.2 -0.5 0.04
H 1.90199 3.75756 -0.60889 0.4 0.5 0.0 0.07
O 1.06603 2.18774 -1.18135 -1.9 -4.0 -0.5 -0.33
H 1.75742 1.67457 -1.62522 0.0 0.3 -0.2 0.05
C 1.57336 -2.48691 -3.27221 0.2 0.4 -0.3 -0.22
H 1.74212 -3.52445 -3.59060 0.0 0.3 0.2 0.07
H 1.41594 -1.85781 -4.15889 0.2 -0.2 0.1 0.07
H 2.45668 -2.11314 -2.73994 -0.2 0.0 -0.1 0.06
C -0.84465 -3.85282 -2.74969 -0.5 0.1 -0.1 -0.22
H -1.59255 -3.53423 -3.48869 0.1 -0.3 0.1 0.07
H -0.17092 -4.58872 -3.21003 -0.2 0.2 0.2 0.07
H -1.36991 -4.30191 -1.89661 0.1 0.1 -0.2 0.07
C -0.01303 2.47612 1.16942 -0.7 -0.2 0.3 -0.16
H -0.07669 3.06747 2.09304 0.0 -0.2 -0.3 0.08
H -0.84304 2.79506 0.51963 0.2 -0.2 0.1 0.08
H -0.14680 1.42335 1.50555 0.1 0.4 -0.2 0.03
C 2.16035 4.21056 1.43552 0.0 -1.5 1.6 -0.25
H 1.44129 5.03250 1.33229 0.1 -0.2 -0.1 0.06
H 2.22572 3.90634 2.48863 0.1 0.5 0.2 0.04
H 3.14419 4.55317 1.09039 -0.3 -0.2 0.0 0.06
Cl -8.49752 0.83188 3.23481 0.0 0.0 0.0 0.75
C -6.99256 0.45059 2.51144 0.6 -0.2 -0.3 -0.65
C -6.86118 0.50814 1.11389 0.4 -0.1 0.0 -0.06
C -5.62722 0.21789 0.52939 -0.8 0.3 0.2 0.01
C -4.55859 -0.14033 1.34440 1.2 -0.1 -0.5 -0.16
C -4.68017 -0.22432 2.72870 -0.7 0.1 0.4 0.01
C -5.90815 0.07702 3.32136 0.3 -0.1 -0.3 -0.06
C -3.23569 -0.35187 0.72270 -0.5 0.3 0.0 -0.50
O -3.01422 -0.02026 -0.50994 0.5 -0.4 0.7 -0.14
O -2.22978 -0.82388 1.40255 0.2 0.1 -0.7 -0.16
H -7.71545 0.78151 0.50158 0.1 0.0 0.1 0.12
H -5.48425 0.27252 -0.54816 -0.1 0.0 0.3 0.13
H -3.81697 -0.51269 3.32481 -0.3 0.1 0.0 0.13
H -6.03359 0.02634 4.39927 0.0 0.0 -0.2 0.12

[3]
114
Properties=species:S:1:pos:R:3:forces:R:3:lowdin_charge:R:1 method="wB97M-V/def2-TZVPD" e_above_lowest_kcal_mol=7.3 homo_ev="-9.49 / -9.64" gap_ev="6.1104 / 6.2646" multiplicity=4 energy_ha=-3389.44332 s2=3.762 charge=+1
Re -0.06724 -0.69624 0.30643 0.8 -1.1 -0.8 1.86
C 1.31170 -3.03118 2.49221 0.0 0.1 0.0 0.02
C 1.86869 -3.28087 1.11480 0.1 0.1 0.0 -0.53
C 3.35279 -3.59799 1.17994 0.0 0.0 0.0 0.03
O 1.68484 -2.10566 0.27115 0.0 0.0 -0.1 -0.12
C 1.63423 -2.68174 -1.07287 0.0 0.0 0.0 -0.15
C 0.64925 -3.83218 -0.81861 0.0 0.1 0.0 -0.11
O 1.16089 -4.30394 0.44148 -0.1 -0.1 -0.1 0.01
C -0.86284 -3.49537 -0.65583 0.2 -0.1 0.2 -0.36
O -0.98315 -2.46323 0.28745 -0.2 0.9 -0.1 -0.29
C -1.54614 -4.73242 -0.02359 0.0 0.0 0.1 -0.11
C -1.80870 -4.74663 1.34381 0.0 0.0 0.0 -0.02
C -2.39718 -5.84648 1.95045 0.0 0.0 -0.1 -0.08
C -2.73102 -6.96477 1.19866 0.0 0.0 0.0 -0.10
C -2.47196 -6.96386 -0.16273 0.0 0.0 0.0 -0.07
C -1.88893 -5.85733 -0.76769 0.0 0.0 0.0 -0.01
C -1.55585 -3.17705 -1.97627 0.0 0.0 0.0 -0.14
C -2.56497 -2.22352 -1.99686 -0.1 0.1 0.0 -0.02
C -3.28568 -1.97793 -3.15681 0.0 0.0 0.0 -0.06
C -3.01800 -2.69829 -4.31295 0.0 0.0 0.0 -0.08
C -2.01089 -3.65195 -4.30198 0.0 0.0 0.0 -0.08
C -1.28078 -3.88099 -3.14550 0.0 0.0 0.0 -0.06
C 1.43859 -1.51646 -2.02863 -0.1 0.0 0.0 -0.38
O 0.30539 -0.80841 -1.58380 0.1 0.2 0.2 -0.25
C 1.24019 -1.96935 -3.46862 -0.1 0.1 0.0 -0.14
C 0.37266 -1.25267 -4.28403 0.0 0.0 0.0 -0.02
C 0.24150 -1.58380 -5.62351 0.0 0.0 0.0 -0.07
C 0.96518 -2.64078 -6.15950 0.0 0.0 0.0 -0.09
C 1.83113 -3.35949 -5.34678 0.0 0.0 0.0 -0.07
C 1.97667 -3.01671 -4.00954 0.0 0.0 0.0 -0.03
C 2.66557 -0.58196 -2.02507 0.0 0.0 0.0 -0.14
C 3.95703 -0.99799 -1.73386 0.0 0.0 0.0 -0.02
C 5.01855 -0.10197 -1.78712 0.0 0.0 0.0 -0.07
C 4.80013 1.21805 -2.14456 0.0 0.0 0.0 -0.08
C 3.51054 1.63622 -2.45013 0.0 0.0 0.0 -0.07
C 2.45435 0.74436 -2.38949 0.0 0.0 0.0 -0.03
H 1.88142 -2.24166 2.98672 0.0 0.0 0.0 0.11
H 1.40308 -3.95374 3.06567 0.0 0.0 0.0 0.11
H 0.26736 -2.75220 2.43429 -0.1 0.0 0.0 0.04
H 3.89478 -2.74468 1.58805 0.0 0.0 0.0 0.11
H 3.75997 -3.85302 0.20346 0.0 0.0 0.0 0.09
H 3.49244 -4.45977 1.83209 0.0 0.0 0.0 0.10
H 2.59526 -3.14659 -1.27505 0.0 0.0 0.1 0.12
H 0.79778 -4.63227 -1.54104 0.0 0.0 0.0 0.16
H -1.54429 -3.87462 1.92410 0.0 0.0 0.0 0.09
H -2.58763 -5.83364 3.01757 0.0 0.0 0.0 0.09
H -3.18743 -7.82771 1.66778 0.0 0.0 0.0 0.10
H -2.72941 -7.82573 -0.76562 0.0 0.0 0.0 0.10
H -1.71994 -5.88137 -1.83466 0.0 0.0 0.0 0.10
H -2.78535 -1.66761 -1.09455 0.0 0.0 0.0 0.11
H -4.06287 -1.22354 -3.15437 0.0 0.0 0.0 0.10
H -3.58333 -2.51119 -5.21724 0.0 0.0 0.0 0.10
H -1.77542 -4.20803 -5.20050 0.0 0.0 0.0 0.11
H -0.48667 -4.61666 -3.17830 0.0 0.0 0.0 0.11
H -0.21311 -0.44923 -3.85659 0.0 0.0 0.0 0.12
H -0.43979 -1.02047 -6.24945 0.0 0.0 0.0 0.11
H 0.85896 -2.90031 -7.20516 0.0 0.0 0.0 0.10
H 2.40650 -4.18048 -5.75625 0.0 0.0 0.0 0.10
H 2.68475 -3.56923 -3.40099 0.0 0.0 0.0 0.12
H 4.17081 -2.02093 -1.44884 0.0 0.0 0.0 0.10
H 6.01718 -0.44212 -1.54368 0.0 0.0 0.0 0.10
H 5.62598 1.91600 -2.18577 0.0 0.0 0.0 0.10
H 3.32639 2.66525 -2.73458 0.0 0.0 0.0 0.11
H 1.44785 1.08039 -2.60324 0.0 0.0 0.0 0.12
F -2.05373 -3.16432 6.39473 0.0 0.0 0.0 0.08
C -2.44968 -2.01844 5.80258 0.0 0.0 0.0 -0.19
C -1.93952 -1.66499 4.59151 0.0 0.1 -0.1 0.12
C -2.34490 -0.45617 4.01187 0.0 0.0 0.0 -0.02
C -1.81023 -0.07470 2.71007 0.0 0.0 0.0 -0.26
O -0.92721 -0.80190 2.20575 0.0 -0.1 0.2 -0.13
C -2.35220 1.09163 2.11809 0.1 -0.1 -0.1 -0.01
C -3.22170 1.85419 2.83847 0.0 0.0 0.0 0.07
N -3.64287 1.56388 4.08197 -0.1 0.0 0.1 0.02
C -4.56613 2.45941 4.75155 0.0 -0.1 0.0 -0.26
C -4.10333 3.17406 5.98707 0.1 0.0 0.0 -0.09
C -4.29080 3.92793 4.70500 0.0 0.0 0.0 -0.07
C -3.25405 0.37183 4.67718 0.0 0.0 -0.1 -0.10
C -3.77355 -0.02872 5.91624 -0.1 0.0 0.0 0.08
C -3.38294 -1.22033 6.47787 0.0 -0.1 0.0 -0.17
N -3.91446 -1.61240 7.75096 0.0 0.0 0.0 -0.12
C -2.97841 -1.40532 8.85998 0.0 -0.1 0.0 -0.12
C -3.72232 -1.70926 10.17751 0.0 0.0 -0.1 -0.07
N -5.18956 -1.77497 9.86605 0.0 0.0 0.0 0.04
C -5.49891 -2.95940 8.99295 0.1 0.0 0.0 -0.07
C -4.49521 -2.95362 7.82278 0.0 0.1 0.0 -0.12
C -1.99664 1.59658 0.74508 0.1 0.0 0.0 -0.54
O -2.40230 2.68306 0.39994 0.0 0.0 -0.1 0.10
O -1.28724 0.81513 -0.02877 -0.3 0.0 0.2 -0.14
H -1.22754 -2.29378 4.07233 0.0 0.0 0.0 0.13
H -3.59117 2.77066 2.39812 0.0 0.0 0.0 0.16
H -5.59824 2.13502 4.70006 0.0 0.0 0.0 0.16
H -3.08257 2.99238 6.29814 0.0 0.0 0.0 0.12
H -4.81752 3.31733 6.78601 0.0 0.0 0.0 0.11
H -3.39885 4.25804 4.19042 0.0 0.0 0.0 0.12
H -5.14408 4.58306 4.60687 0.0 0.0 0.0 0.11
H -4.49698 0.58236 6.43723 0.0 0.0 0.0 0.12
H -2.63809 -0.37193 8.83758 0.0 0.0 0.0 0.14
H -2.10021 -2.05504 8.78817 0.0 0.0 0.0 0.14
H -3.56531 -0.94077 10.92960 0.0 0.0 0.0 0.14
H -3.44902 -2.67370 10.59903 0.0 0.0 0.0 0.14
H -5.42447 -0.93765 9.32803 0.0 0.0 0.0 0.18
H -5.75277 -1.79156 10.71427 0.0 0.0 0.0 0.19
H -6.53127 -2.86008 8.66721 0.0 0.0 0.0 0.14
H -5.40401 -3.84780 9.61280 0.0 0.0 0.0 0.14
H -5.01469 -3.17008 6.89256 0.0 0.0 0.0 0.14
H -3.73916 -3.72828 7.96928 0.0 0.0 0.0 0.13
C 1.62339 3.15524 1.26481 0.1 0.0 -0.2 -0.12
S 1.80702 1.46551 1.74241 -0.2 0.1 0.7 0.45
O 0.76980 1.18420 2.72716 0.2 0.2 -0.1 -0.34
O 3.15976 1.24498 2.16404 0.0 0.0 -0.2 -0.29
O 1.48436 0.71732 0.46701 -0.5 -0.3 -0.1 -0.45
H 2.25535 3.33443 0.39585 0.0 0.0 0.0 0.07
H 1.94355 3.77533 2.09878 0.0 0.0 0.0 0.07
H 0.57714 3.32969 1.01843 0.0 0.0 0.0 0.06